(1)
Here is a molecular structure, C47H34AsCrN7O2S from OMol25. Energies are from ωB97M-V with the def2-TZVPD basis set.

Values from the calculation:
- gap between HOMO and LUMO (alpha / beta) (eV) = 4.931 / 6.687
- E_HOMO (alpha / beta) (eV) = -5.88 / -7.96
- calculated total energy (Eh) = -6023.7682
- relative energy (zero: lowest compared OMol25 entry of this formula, charge and spin) (kcal per mole) = 5.9

```
! RIJCOSX wB97M-V def2-TZVPD def2/J DEFGRID3
* xyz 0 5
Cr 0.5039 -1.6769 -1.2966
N -3.0107 -4.2222 -0.5164
C -1.8846 -3.4285 -0.5192
S -0.9086 -3.4682 -1.9859
N -1.6480 -2.7096 0.5266
N -0.5848 -1.8347 0.3667
C 0.0503 -1.3376 1.4602
C -0.1627 -1.8104 2.8482
C 0.9532 -2.0128 3.6724
C 0.8141 -2.4810 4.9713
C -0.4458 -2.7733 5.4760
C -1.5596 -2.5936 4.6674
C -1.4241 -2.1220 3.3688
C 1.0236 -0.3400 1.1520
C 1.5465 0.5916 2.0800
C 2.3623 1.6008 1.6537
C 2.6846 1.7201 0.2844
C 2.1531 0.8082 -0.5802
N 1.3556 -0.2074 -0.1872
H -3.0255 -4.9876 -1.1664
H -3.4429 -4.3739 0.3797
H 1.9450 -1.8255 3.2770
H 1.6939 -2.6256 5.5867
H -0.5559 -3.1506 6.4856
H -2.5464 -2.8249 5.0510
H -2.2951 -1.9949 2.7454
H 1.2460 0.5230 3.1166
H 2.7341 2.3298 2.3631
H 3.3129 2.5186 -0.0842
H 2.3572 0.8750 -1.6433
O 6.1051 -1.5488 -5.2288
C 5.0957 -0.8671 -5.4805
O 4.8111 -0.0584 -6.3819
C 3.9428 -1.0702 -4.4482
C 2.7155 -0.4517 -4.6400
C 1.7070 -0.6812 -3.7300
N 1.8956 -1.4976 -2.6879
C 3.0802 -2.0719 -2.4640
C 4.1271 -1.8824 -3.3354
C 3.0940 -2.9327 -1.2455
C 4.1896 -3.6675 -0.8468
C 4.0708 -4.5185 0.2420
C 2.8511 -4.6252 0.8828
C 1.8018 -3.8401 0.4415
N 1.9297 -2.9890 -0.5744
C 0.3422 -0.0810 -3.7479
C -0.0924 0.8024 -4.7169
C -1.3919 1.2818 -4.6552
C -2.2321 0.8301 -3.6516
C -1.7258 -0.0541 -2.7209
N -0.4579 -0.4652 -2.7364
H 2.6045 0.1962 -5.5010
H 5.0988 -2.3414 -3.2012
H 5.1222 -3.5797 -1.3891
H 4.9200 -5.1032 0.5744
H 2.7060 -5.2970 1.7181
H 0.8298 -3.8834 0.9145
H 0.5764 1.1032 -5.5119
H -1.7463 1.9887 -5.3947
H -3.2620 1.1527 -3.5811
H -2.3521 -0.4675 -1.9444
C -6.0756 2.3574 -0.6404
C -5.1265 3.3436 -0.8790
C -3.7828 3.1028 -0.6112
C -3.3817 1.8718 -0.1026
C -4.3368 0.8788 0.1193
C -5.6799 1.1233 -0.1374
As -1.5214 1.3650 0.2263
C -1.4276 1.7755 2.1273
C -1.9296 1.0094 3.1689
C -1.6689 1.3796 4.4830
C -0.9089 2.5159 4.7444
C -0.4097 3.2859 3.7021
C -0.6585 2.9145 2.3852
C -0.1733 3.6159 1.1722
C 0.6460 4.7410 1.1505
C 1.0369 5.2921 -0.0631
C 0.6186 4.7262 -1.2632
C -0.1835 3.5914 -1.2479
C -0.5850 3.0444 -0.0351
H -7.1215 2.5495 -0.8459
H -5.4320 4.3049 -1.2747
H -3.0486 3.8808 -0.7875
H -4.0256 -0.0940 0.4907
H -6.4162 0.3490 0.0431
H -2.5207 0.1251 2.9570
H -2.0473 0.7775 5.3001
H -0.7043 2.8025 5.7687
H 0.1749 4.1727 3.9221
H 0.9851 5.1865 2.0789
H 1.6771 6.1659 -0.0755
H 0.9252 5.1637 -2.2051
H -0.4964 3.1352 -2.1818
*
```


(2)
Here is 7 unconnected molecules or ions with the total composition C62H74N4O7 from OMol25. Energies are from ωB97M-V with the def2-TZVPD basis set.

Values from the calculation:
- gap between HOMO and LUMO (alpha / beta) (eV) = 2.055 / 5.459
- E_HOMO (alpha / beta) (eV) = -2.05 / -5.46
- calculated total energy (Eh) = -3152.5346

```
! RIJCOSX wB97M-V def2-TZVPD def2/J DEFGRID3
* xyz -1 2
C 7.0767 1.5173 0.4342
C 7.5979 0.2207 -0.0975
N 6.5711 -0.8892 -0.3015
C 5.7127 -0.6621 -1.4186
C 4.8273 -1.7893 -1.8888
C 5.7985 -1.2548 0.9369
C 6.7506 -1.7826 2.0181
H 6.2519 1.9929 -0.0964
H 7.8632 2.2628 0.3169
H 6.9343 1.5155 1.5148
H 8.1790 0.4597 -0.9881
H 8.3515 -0.2672 0.5207
H 5.1419 0.2202 -1.1290
H 6.2686 -0.2695 -2.2700
H 5.3890 -2.7110 -1.7371
H 4.0066 -1.9291 -1.1852
H 4.6025 -1.6804 -2.9498
H 5.0537 -1.9760 0.6004
H 5.4148 -0.2810 1.2411
H 7.3777 -2.6454 1.7936
H 6.0857 -2.1285 2.8096
H 7.2713 -0.8692 2.3057
C -0.6437 -4.2551 2.1656
C -0.9374 -3.1929 3.1774
N -2.3629 -2.9203 2.9758
C -2.9206 -2.3484 4.2343
C -2.8090 -3.2194 5.4921
C -2.6951 -2.1981 1.7045
C -4.1581 -1.9008 1.4463
H 0.4250 -4.3045 2.3747
H -0.8771 -3.9630 1.1417
H -0.9128 -5.2818 2.4140
H -0.6854 -3.2717 4.2349
H -0.3715 -2.2914 2.9424
H -2.4739 -1.3751 4.4377
H -3.9456 -2.0137 4.0752
H -2.2035 -4.1007 5.2807
H -2.2704 -2.6971 6.2827
H -3.7550 -3.5414 5.9275
H -2.4890 -2.8018 0.8207
H -2.0179 -1.3466 1.6378
H -4.3721 -1.8132 0.3811
H -4.3757 -0.9805 1.9882
H -4.6970 -2.7075 1.9432
C -2.7066 1.6261 -0.3717
C -2.8420 1.2477 -1.8109
N -4.2156 1.6057 -2.2559
C -5.2980 0.8892 -1.5187
C -5.4787 -0.5625 -2.0719
C -4.4175 1.5644 -3.6790
C -3.8626 2.8047 -4.2678
H -1.7476 1.8613 0.0899
H -3.2023 0.9273 0.3022
H -3.2871 2.5334 -0.2043
H -2.2046 1.8637 -2.4451
H -2.4147 0.2830 -2.0845
H -5.1757 0.8264 -0.4374
H -6.2378 1.4404 -1.4835
H -5.9273 -0.5068 -3.0637
H -4.6065 -1.2001 -1.9274
H -6.3501 -0.9794 -1.5670
H -5.4956 1.4537 -3.7960
H -4.0506 0.6556 -4.1560
H -2.7935 2.9208 -4.0898
H -4.4672 3.6669 -3.9865
H -3.9342 2.8382 -5.3549
O 1.5356 -2.1326 1.2074
C 1.4289 -1.2319 0.3352
N 2.4228 -0.3570 0.0419
C 0.0502 -0.9436 -0.1937
H 3.1489 -0.4304 0.7401
H 2.2990 0.4926 -0.4900
H -0.7082 -0.4609 0.4226
H -0.1979 -1.9455 -0.5442
H 0.0746 -0.2512 -1.0352
C 1.5636 -4.2598 -2.0988
C 1.7557 -5.5927 -2.4917
C 0.7781 -6.4309 -2.9886
C -0.4529 -5.8307 -3.3350
C -0.6760 -4.4330 -3.1900
C 0.4111 -3.6802 -2.6362
C -1.9451 -3.7251 -3.6272
O -2.2613 -2.5403 -3.4776
C -2.8337 -4.6180 -4.4858
C -3.8082 -3.9781 -5.3501
C -4.5756 -4.7549 -6.1721
C -4.4702 -6.1775 -6.2442
C -3.5316 -6.8141 -5.4539
C -2.7011 -6.0527 -4.6067
C -1.6396 -6.7408 -3.7919
O -1.5659 -7.9962 -3.7407
H 2.2759 -3.5629 -1.6826
H 2.6848 -5.9981 -2.1192
H 1.0224 -7.4363 -3.2981
H 0.3309 -2.6078 -2.5369
H -3.9400 -2.9145 -5.2170
H -5.2562 -4.2508 -6.8422
H -4.8606 -6.6614 -7.1272
H -3.2578 -7.8389 -5.6569
C 4.2754 4.0835 1.2756
C 3.2391 3.1687 1.6066
C 2.1404 3.0122 0.7438
C 2.1839 3.6591 -0.5258
C 3.3247 4.4285 -0.9009
C 4.3151 4.6802 0.0312
C 3.3027 5.1421 -2.2313
O 4.2464 5.7493 -2.5827
C 2.0975 5.0367 -3.1108
C 2.0449 5.8350 -4.2317
C 0.9439 5.7884 -5.0236
C -0.1230 5.1004 -4.6617
C -0.1232 4.3540 -3.4779
C 0.9967 4.2704 -2.6991
C 1.0445 3.3722 -1.4661
O 0.2819 2.4254 -1.2518
H 5.0599 4.3064 1.9835
H 3.3156 2.7615 2.6040
H 1.3156 2.3214 0.8388
H 5.1877 5.2576 -0.2363
H 2.8679 6.4658 -4.5335
H 0.9240 6.3179 -5.9647
H -0.9393 5.0681 -5.3681
H -0.9565 3.6699 -3.4142
C 1.3587 0.1093 4.2987
C 2.0831 0.6276 5.3877
C 1.5506 1.7374 6.0970
C 0.3148 2.3183 5.6775
C -0.4098 1.8006 4.5349
C 0.1753 0.7296 3.8702
C -1.6795 2.4304 3.9679
O -2.2382 2.0121 2.9481
C -2.0914 3.7568 4.6589
C -3.1287 4.4785 4.0372
C -3.6001 5.6324 4.7181
C -3.0878 5.9816 5.9685
C -2.0104 5.2886 6.4880
C -1.4733 4.1138 5.8677
C -0.2031 3.5218 6.4294
O 0.4032 4.0145 7.4126
H 1.7636 -0.6687 3.6686
H 3.0005 0.2128 5.7786
H 2.1206 2.1432 6.9198
H -0.1962 0.4629 2.8918
H -3.5308 4.3229 3.0470
H -4.3700 6.1940 4.2099
H -3.4015 6.7979 6.6023
H -1.6774 5.5750 7.4747
*
```


(3)
Here is a molecular structure, C28H28MnN4O2 from OMol25. Energies are from ωB97M-V with the def2-TZVPD basis set.

Values from the calculation:
- gap between HOMO and LUMO (alpha / beta) (eV) = 8.130 / 4.150
- E_HOMO (alpha / beta) (eV) = -14.95 / -14.21
- calculated total energy (Eh) = -2603.6755

```
! RIJCOSX wB97M-V def2-TZVPD def2/J DEFGRID3
* xyz 2 4
C 0.3199 -3.7981 1.0247
C -1.1325 -3.5773 1.2339
H 0.5020 -4.7128 0.4797
H 0.8776 -3.8904 1.9601
H 0.7672 -2.9952 0.4217
H -1.4918 -2.6598 0.7706
H -1.7352 -4.4197 0.8448
H -1.3576 -3.4941 2.3071
C 2.7431 1.6284 -1.0212
C 3.8224 2.4843 -1.1468
C 3.6065 3.8647 -1.1279
C 2.3178 4.3760 -0.8979
H 2.8138 0.5396 -1.0064
H 4.8135 2.0419 -1.2495
H 4.4424 4.5437 -1.2808
H 2.1132 5.4383 -0.8226
N 1.4912 2.1345 -0.9284
C 1.2453 3.4804 -0.7883
C -0.1474 3.7403 -0.4479
N -0.9047 2.5878 -0.4641
C -2.1931 2.5670 -0.0488
C -2.0597 4.9245 0.4377
C -2.7897 3.7279 0.4280
H -2.6895 1.5994 -0.0960
H -3.7988 3.6665 0.8052
C -0.7302 4.9236 0.0083
H -0.1096 5.8181 0.0397
H -2.5338 5.8426 0.7794
Mn 0.0405 0.9263 -0.5943
C 0.2961 0.4545 1.2623
H -0.1389 1.2757 1.8440
H 1.3792 0.3896 1.4300
H -0.2305 -0.5072 1.3879
O 1.7965 -1.0393 -2.3436
C 0.6088 -0.9965 -2.6844
N 0.0308 -1.5868 -3.8014
C -1.3449 -1.8920 -3.5219
C -1.6467 -0.7983 -2.4884
O -2.7454 -0.3474 -2.1581
N -0.4297 -0.3968 -1.9737
C -2.1575 -1.9132 -4.8096
C -3.2485 -1.0762 -5.0273
C -4.0260 -1.2381 -6.1820
C -3.7005 -2.2256 -7.1126
C -2.5635 -3.0216 -6.9210
C -1.7884 -2.8633 -5.7691
C -1.4665 -3.2369 -2.7899
C -2.7232 -3.6066 -2.3036
C -2.8587 -4.7891 -1.5736
C -1.7411 -5.5914 -1.3283
C -0.4983 -5.2416 -1.8570
C -0.3658 -4.0788 -2.6235
H 0.6259 -2.1161 -4.4290
H -3.5031 -0.3185 -4.2858
H -4.8874 -0.5896 -6.3312
H -4.3205 -2.3717 -7.9973
H -2.2751 -3.7768 -7.6527
H -0.9093 -3.4982 -5.6085
H -3.5846 -2.9636 -2.5037
H -3.8360 -5.0731 -1.1899
H -1.8259 -6.4845 -0.7039
H 0.3910 -5.8450 -1.6723
H 0.6068 -3.8326 -3.0611
*
```